(1)
Computed, not measured: an isolated ion of composition C5H13N2 and charge +1 in a non-equilibrium geometry, with wB97M-V/def2-TZVPD.

Structure (XYZ):
```
20
Properties=species:S:1:pos:R:3:mulliken_charge:R:1
H -0.432 -1.769 1.043 0.3797
C 2.336 -0.612 -0.836 -1.1934
H -2.841 0.732 -0.456 0.2852
H -2.889 -0.750 -1.124 0.3369
H 0.251 2.411 1.281 0.2690
C 0.187 0.719 0.010 0.5595
H -1.074 -0.347 1.675 0.3789
N -0.236 1.732 0.695 -0.2158
H -1.204 1.840 0.575 0.2359
C -0.976 -0.293 -0.436 -0.1916
C 1.614 0.366 0.086 -0.7524
H 2.183 -0.144 -1.882 0.3203
H -2.246 -1.414 1.101 0.3499
C -1.175 -1.028 0.958 -1.1006
H -0.465 -1.029 -0.995 0.3061
H 2.123 1.294 -0.192 0.4437
H 1.759 0.281 1.170 0.4622
N -2.366 0.127 -1.131 -0.5960
H 2.062 -1.607 -1.028 0.3986
H 3.389 -0.510 -0.515 0.3239
```

Orbital gap, eV: 9.5
HOMO, Eh: -0.520
Net charge: +1
Relative energy (zero: lowest compared OMol25 entry of this formula, charge and spin), eV: 3.259

(2)
Computed, not measured: C22H22Br2FeN7O2 as an isolated structure in a non-equilibrium geometry, with wB97M-V/def2-TZVPD.

Structure (XYZ):
```
56
Properties=species:S:1:pos:R:3:mulliken_charge:R:1
H -0.064 6.936 1.715 0.2545
C 1.228 2.997 0.669 -0.3111
N 2.070 0.829 0.129 0.2504
C -0.204 -1.399 -3.555 -1.0349
C 0.436 5.030 1.222 0.4086
C 1.455 -4.302 -1.894 0.0803
H -2.187 1.690 1.832 0.2400
C -1.279 0.640 -2.482 -1.3136
H -0.496 -1.026 -4.526 0.4801
H -2.362 -3.009 1.886 0.1866
N 1.447 4.287 0.719 -0.6326
H -1.595 0.857 -3.499 0.4514
N -2.025 2.680 1.923 -0.2513
H 5.422 2.217 -1.164 0.4441
H 4.983 -0.241 -1.131 0.4719
Br 2.029 -4.286 2.205 -0.1339
H -2.831 -0.387 3.367 0.3259
H 2.233 -5.625 -0.423 0.4721
H -2.751 -1.350 -0.334 0.1276
C 4.240 0.462 -0.786 -0.8949
N 0.628 6.346 1.289 -0.3197
C 3.505 2.683 -0.315 -0.4624
H 1.526 6.716 1.035 0.2501
H -2.745 3.301 2.249 0.2196
C -4.078 -1.809 1.318 -0.7110
C 1.768 -4.668 -0.613 -0.3080
C 4.484 1.827 -0.793 -0.5192
H 2.791 -1.049 -0.287 0.3513
H -4.496 -2.616 0.722 0.3756
Fe -0.072 0.089 0.737 0.6942
C 3.018 0.010 -0.313 -0.1071
C 1.500 -3.808 0.458 -0.1339
C -0.505 -0.644 -2.409 0.4963
C 0.449 -2.596 -3.430 -1.0329
C 0.871 -2.577 0.290 0.7671
C -3.036 -2.279 2.336 -0.5118
C -3.273 -0.831 0.474 -0.3152
N 0.099 2.388 1.058 -0.2931
C -0.862 3.220 1.532 0.3799
H -4.894 -1.293 1.827 0.2849
H -0.669 1.470 -2.115 0.1913
H -2.167 0.571 -1.851 0.1238
C -2.296 -0.987 2.626 -0.3469
Br 1.901 -5.462 -3.328 -0.2036
H -3.477 -2.708 3.233 0.4124
H 3.641 3.753 -0.285 0.5049
C 0.816 -3.068 -2.153 0.5119
C 0.511 -2.232 -1.056 -0.1816
O -2.284 -0.258 1.365 -0.2388
H -1.265 -1.142 2.947 0.2472
C 2.313 2.139 0.140 1.0546
N -0.135 -1.049 -1.208 0.9149
O 0.615 -1.753 1.259 -0.6542
N -0.731 4.534 1.632 -0.7134
H 0.673 -3.196 -4.301 0.3646
H -3.873 -0.021 0.058 0.2868
```

Expectation value of S²: 6.008
Orbital gap (spin up / spin down), eV: 6.9 / 6.9
HOMO (spin up / spin down), Eh: -0.370 / -0.371
Multiplicity: 5
Net charge: +1
Relative energy (zero: lowest compared OMol25 entry of this formula, charge and spin), eV: 0.000

(3)
Computed, not measured: the molecule C5H8O in a non-equilibrium geometry, with wB97M-V/def2-TZVPD.

Structure (XYZ):
```
14
Properties=species:S:1:pos:R:3:mulliken_charge:R:1
C -1.937 -0.263 -0.772 -0.7145
H 0.443 -1.568 -0.719 0.3637
H -3.029 -0.158 1.081 0.4135
C 0.988 1.210 -0.096 -1.4510
H 0.337 -1.870 1.087 0.3757
H 1.587 0.926 -0.967 0.3723
H 1.781 1.072 0.630 0.3879
H 0.711 2.295 -0.074 0.3200
O -1.068 0.526 1.127 -0.3769
H 1.672 -1.022 0.480 0.3294
H -2.390 -1.004 -1.476 0.2478
C -2.132 -0.127 0.519 0.0920
C 0.581 -1.215 0.251 -1.3175
C -0.058 0.184 0.135 0.9575
```

Orbital gap, eV: 9.7
HOMO, Eh: -0.324
Net charge: 0
Relative energy (zero: lowest compared OMol25 entry of this formula, charge and spin), eV: 4.699

(4)
Computed, not measured: a 2-piece molecular cluster, C9H9IOS overall in a non-equilibrium geometry, with wB97M-V/def2-TZVPD.

Structure (XYZ):
```
21
Properties=species:S:1:pos:R:3:mulliken_charge:R:1
C 0.561 -1.398 0.729 0.3817
S 1.601 -2.499 1.694 0.0624
H -1.855 0.866 1.565 0.1988
H 4.706 -1.897 -1.467 0.3254
C -0.404 -0.709 1.481 -0.6438
H -1.389 2.578 -1.056 0.2860
H -2.241 1.447 -2.155 0.3328
H 1.330 -1.692 -1.277 0.6140
I 2.694 1.903 -1.296 0.2514
C 0.613 -1.224 -0.661 -0.6020
C 3.665 0.142 -1.246 -0.7221
H -0.637 -0.778 2.503 0.4186
H -2.586 1.713 -0.337 0.3495
C -1.841 1.606 -1.128 -1.3326
H 1.462 -2.069 4.063 0.3263
C 4.197 -0.951 -1.151 0.1699
C -0.231 -0.311 -1.244 -0.6576
C -1.196 0.295 0.854 -0.7166
C -0.994 0.527 -0.482 1.1540
H -0.051 -0.182 -2.323 0.3153
O 0.951 -2.214 3.244 -0.5115
```

Orbital gap, eV: 8.2
HOMO, Eh: -0.290
Net charge: 0
Relative energy (zero: lowest compared OMol25 entry of this formula, charge and spin), eV: 0.544

(5)
Computed, not measured: a 2-piece molecular cluster, C5H7N overall in a non-equilibrium geometry, with wB97M-V/def2-TZVPD.

Structure (XYZ):
```
13
Properties=species:S:1:pos:R:3:mulliken_charge:R:1
H 2.578 1.245 -0.125 0.2558
C -0.890 -0.550 -1.531 -0.5658
H 0.096 -0.212 -1.227 0.1568
H 0.983 1.709 0.702 0.2973
H 0.843 -0.518 1.719 0.2903
H -2.934 -0.768 -1.012 0.3031
C 1.750 0.959 0.521 -0.5613
C -1.837 0.172 0.580 0.2582
C 1.674 -0.248 1.072 -0.5089
C -1.944 -0.424 -0.725 -0.0301
H 2.436 -1.006 0.903 0.2291
H -0.996 -1.007 -2.510 0.2618
N -1.759 0.649 1.633 -0.3865
```

Orbital gap, eV: 10.6
HOMO, Eh: -0.375
Net charge: 0
Relative energy (zero: lowest compared OMol25 entry of this formula, charge and spin), eV: 1.969

(6)
Computed, not measured: C24H20B2Cl3F4N10O2W as an isolated structure in a non-equilibrium geometry, with wB97M-V/def2-TZVPD.

Structure (XYZ):
```
66
Properties=species:S:1:pos:R:3:mulliken_charge:R:1
C 0.356 1.254 5.203 -0.4329
W -0.253 0.045 0.481 1.7498
H 4.459 -2.254 1.391 0.4970
C 1.722 1.928 -2.764 -0.1782
F -4.043 1.819 1.996 -0.2214
H -0.920 -0.327 -2.892 0.4163
N -0.574 -1.518 -1.176 0.1539
H 0.224 -0.854 5.658 0.4608
H 0.079 -4.573 0.392 -0.0699
C -2.494 1.315 -1.522 -0.0685
N 0.512 1.983 0.589 1.0449
C -2.671 -1.525 1.981 -0.3384
Cl -4.737 0.760 -2.889 -0.0516
H -2.103 -4.722 1.759 0.4643
Cl -2.461 2.273 -3.811 -0.1302
N -1.649 0.859 -0.898 -0.1328
Cl -4.162 3.387 -1.711 -0.0390
B -2.961 2.068 2.721 0.9375
N 1.348 -1.360 0.901 0.4478
C 0.291 -0.100 4.888 -0.9675
H 0.737 3.666 1.775 0.5101
C 0.292 -0.481 3.564 -0.1017
F -2.341 3.233 2.594 -0.2280
H 2.920 -0.002 1.214 0.5375
C 1.217 1.634 -1.424 1.3786
C 2.503 -3.221 1.027 -0.2614
C 3.400 -2.182 1.220 -1.2863
N 0.364 0.405 2.560 0.5058
H -0.531 -2.613 -4.265 0.4813
H 3.187 0.493 -5.456 0.4796
H 0.003 -4.472 -2.306 0.4947
C -0.492 -2.477 -3.199 -1.2730
H 0.478 3.239 4.372 0.5367
C 0.556 2.601 1.717 -0.3608
C 2.286 0.935 -3.578 0.6313
N -1.176 -2.903 1.254 0.0612
N 0.914 2.589 -0.581 -1.6442
O 2.434 -0.353 -3.204 -0.7294
C -0.699 -1.301 -2.493 -0.0733
C -3.140 -2.805 2.262 -1.1962
C -3.575 1.898 -2.321 0.4768
H -4.063 -3.074 2.742 0.4669
C 2.642 2.569 -5.307 -0.3748
B -0.015 -3.384 0.377 -0.4064
C 0.435 2.176 4.180 -1.0777
H 0.337 1.578 6.234 0.4498
C 2.749 1.274 -4.850 -0.6551
C 1.632 3.243 -3.248 -0.7025
N -0.278 -2.828 -1.032 -0.1259
H -3.132 -0.579 2.194 0.5243
F -2.716 1.321 3.791 -0.2280
C -2.164 -3.647 1.774 -0.2560
O 1.140 0.389 -1.026 -0.0167
F -1.707 0.984 1.474 -0.9697
H 2.999 2.812 -6.299 0.4074
H 2.655 -4.287 1.013 0.4719
H 1.178 3.989 -2.609 0.4691
C 2.082 3.567 -4.505 -0.8337
N -1.483 -1.591 1.373 0.0751
C -0.225 -3.423 -2.227 -0.1402
C 2.627 -1.036 1.126 -0.4649
C 0.437 1.727 2.867 0.7501
N 1.284 -2.709 0.844 0.1007
H 0.242 -1.524 3.281 0.3887
H 2.043 -0.470 -2.323 0.2315
H 2.001 4.581 -4.871 0.4351
```

Orbital gap (spin up / spin down), eV: 7.0 / 7.0
HOMO (spin up / spin down), Eh: -0.385 / -0.385
Net charge: +1
Relative energy (zero: lowest compared OMol25 entry of this formula, charge and spin), eV: 0.891

(7)
Computed, not measured: C20H42NOP3Ti as an isolated structure in a non-equilibrium geometry, with wB97M-V/def2-TZVPD.

Structure (XYZ):
```
68
Properties=species:S:1:pos:R:3:mulliken_charge:R:1
H 3.721 0.081 3.167 0.5831
C 2.494 2.367 1.538 -1.2020
H -2.743 1.473 3.899 0.3506
H 4.048 -0.102 1.434 0.5064
C 3.086 -2.061 -0.530 -1.2805
C -1.434 -2.906 -4.356 -0.8249
H 0.082 -2.171 2.582 0.3619
H -0.336 3.969 1.092 0.4385
H -3.085 0.176 -2.640 0.2386
H 3.164 2.612 2.371 0.4971
H 3.726 -2.417 -1.348 0.4762
O -0.916 -0.833 -1.398 0.4479
C -3.044 -1.109 -4.388 -0.6415
H -1.120 3.922 -2.163 0.4591
P -1.040 2.240 -0.434 1.4050
H 3.969 0.465 -2.180 0.5575
H 3.953 0.760 -0.416 0.4385
C 1.971 -1.074 -2.942 -1.1784
H -1.626 2.933 1.785 0.3003
H 2.814 1.645 -1.488 0.4160
C 3.333 0.693 -1.315 -1.2863
H -2.027 4.125 0.519 0.5817
H -2.917 -1.521 4.626 0.4135
C -1.530 -1.336 -2.548 1.7565
H 1.614 -0.202 -3.507 0.4157
H 1.706 3.127 1.472 0.3273
C -0.421 3.130 -1.883 -1.2469
H -1.500 -2.866 0.821 0.3063
H 0.735 0.040 3.952 0.3664
H -3.410 2.734 -0.430 0.6077
H -1.426 0.542 4.625 0.3916
H 3.720 -1.735 0.300 0.3574
H 3.056 2.378 0.600 0.3465
C -2.305 0.458 3.958 -0.4091
H -3.051 1.567 -1.693 0.3784
C -2.457 -2.231 -5.017 -0.7238
C -1.272 3.435 0.885 -1.2489
C -2.614 -0.662 -3.125 -0.9293
Ti 0.075 0.282 -0.034 -0.6677
C 1.127 0.975 3.530 -1.3455
H -3.584 -0.203 5.599 0.3942
H -0.068 -2.932 -2.674 0.4112
H -0.003 -1.307 -1.232 -0.3789
H -3.829 -0.546 -4.918 0.4467
H -0.269 2.454 -2.738 0.4015
C -0.425 -3.120 0.755 -0.6382
H 1.294 -1.903 -3.140 0.3606
H 1.523 -2.839 1.625 0.5113
H 3.067 -1.310 2.274 0.4079
H -4.235 -0.537 3.982 0.3776
C -2.815 1.841 -0.668 -1.3459
H 1.929 1.347 4.187 0.6524
H 2.426 -2.865 -0.180 0.3263
C -1.860 0.069 2.638 0.2461
C -0.952 -2.475 -3.147 -0.5078
H -3.147 1.042 0.011 0.4113
H 2.966 -1.372 -3.295 0.5843
P 2.124 -0.657 -1.184 0.8694
C 3.289 -0.241 2.210 -1.3590
N -1.405 -0.137 1.574 -0.1298
H -0.114 -3.662 -0.161 0.3982
P 1.767 0.717 1.847 1.0758
H 0.547 3.578 -1.630 0.4543
H -0.960 -3.777 -4.838 0.4185
C 0.434 -2.715 1.691 -0.6422
H 0.315 1.719 3.510 0.4346
H -2.813 -2.561 -5.994 0.4735
C -3.321 -0.509 4.580 -1.3948
```

Orbital gap (spin up / spin down), eV: 4.8 / 4.9
HOMO (spin up / spin down), Eh: -0.738 / -0.740
Net charge: +4
Relative energy (zero: lowest compared OMol25 entry of this formula, charge and spin), eV: 1.047

(8)
Computed, not measured: a 2-piece molecular cluster, C6H10O overall in a non-equilibrium geometry, with wB97M-V/def2-TZVPD.

Structure (XYZ):
```
17
Properties=species:S:1:pos:R:3:mulliken_charge:R:1
H 0.887 -0.604 2.948 0.2663
H -1.434 1.301 -3.035 0.2105
C 0.199 -0.066 2.212 -0.7757
H -0.724 2.262 2.073 0.2751
C -1.129 2.215 0.993 -0.7655
H 1.351 -4.784 -0.776 0.3203
C -0.474 1.170 -1.223 -0.4626
H -0.942 0.136 2.643 0.2385
H -0.788 2.807 -2.711 0.3133
H 2.700 -5.434 -0.450 0.3208
H -1.499 3.184 0.569 0.3083
H 0.071 0.231 -1.476 0.2091
H 1.123 -0.142 0.366 0.2983
O 1.920 -5.528 -1.016 -0.6415
C 0.237 0.143 0.856 -0.3473
C -0.541 1.227 0.285 0.9286
C -0.956 1.883 -2.258 -0.6965
```

Orbital gap, eV: 7.9
HOMO, Eh: -0.299
Net charge: 0
Relative energy (zero: lowest compared OMol25 entry of this formula, charge and spin), eV: 4.820

no.,calculated total energy (Ha)
1,-307.50185
2,-7797.02704
3,-270.38520
4,-1119.31559
5,-249.40088
6,-3521.60701
7,-2789.15205
8,-309.66524